Record 1
ORCA calculation (the ωB97M-V functional and the def2-TZVPD basis) on C5H8N as an isolated structure.

Last column: natural (NBO) charge in e.
Geometry (Å):
N  0.3255  -0.5341  -0.3228  -0.25
C  -0.9324  1.8074  -0.2031  -0.72
C  -0.4248  0.4861  -0.6992  0.31
C  1.1553  -2.1787  0.4468  -0.11
C  0.7131  -0.9398  1.0568  -0.24
C  0.5758  -1.8780  -0.7190  -0.03
H  -0.5363  2.7458  -0.6475  0.30
H  -0.2314  -1.1260  1.6074  0.24
H  -0.7186  0.4029  -1.7176  0.21
H  1.4242  -3.0612  0.9038  0.25
H  1.4000  -0.2866  1.6037  0.25
H  -0.8803  1.9443  0.8676  0.25
H  -2.0889  1.8191  -0.2819  0.29
H  0.5554  -2.4266  -1.6692  0.26

Forces on the atoms, in the same order (eV/Å):
-2.871 3.230 0.850
-1.597 -0.088 1.956
1.129 -0.858 -1.367
-1.357 -0.214 -0.990
-0.475 1.421 1.619
1.956 -1.149 -1.145
-0.044 -1.052 -0.333
0.626 0.439 0.117
-0.137 -0.512 -1.010
0.999 -1.739 0.594
-0.147 -0.016 -0.284
0.690 -0.088 0.457
1.778 -0.221 -0.701
-0.552 0.846 0.237

Computed properties:
gap between HOMO and LUMO = 9.75 eV
HOMO level = -14.8 eV
net charge = +1
ΔE to the lowest compared entry with this formula, charge and spin = 70.4 kcal/mol



Record 2
ORCA calculation (the ωB97M-V functional and the def2-TZVPD basis) on an isolated ion of composition C5H8N and charge +1.

Last column: natural (NBO) charge in e.
Geometry (Å):
N  -0.9397  0.9311  -0.0184  -0.25
C  0.3009  1.4387  0.2239  0.44
C  -0.1661  -0.3103  -0.2327  0.01
C  -0.4395  2.1620  -0.8006  -0.24
C  1.2154  0.3746  0.2534  -0.49
C  -0.4745  -1.4218  0.7820  -0.63
H  -1.0755  3.0063  -0.4943  0.29
H  1.4280  -0.3091  1.0751  0.31
H  -1.4394  -1.9532  0.5256  0.26
H  -0.2029  -0.5913  -1.3496  0.27
H  -0.5695  -0.8579  1.7347  0.24
H  -0.0682  2.2807  -1.8731  0.27
H  0.3386  -2.1549  0.6871  0.25
H  2.0147  0.3334  -0.3859  0.27

Forces on the atoms, in the same order (eV/Å):
-0.243 0.582 1.079
-2.245 1.514 -1.657
0.575 -2.049 -1.745
1.033 1.341 -0.335
-0.807 -2.736 0.884
-1.598 0.525 -1.167
0.421 -0.531 0.049
0.055 1.025 0.541
0.958 0.723 0.425
0.342 0.556 1.679
0.175 -1.080 -0.181
-0.593 -0.958 1.402
-0.195 0.282 0.549
2.121 0.807 -1.524

Computed properties:
gap between HOMO and LUMO = 9.80 eV
HOMO level = -15.8 eV
net charge = +1
ΔE to the lowest compared entry with this formula, charge and spin = 120.2 kcal/mol



Record 3
ORCA calculation (the ωB97M-V functional and the def2-TZVPD basis) on C5H8N as an isolated structure.

Last column: natural (NBO) charge in e.
Geometry (Å):
N  -2.0774  -0.1843  0.1427  -0.63
C  -1.2515  1.0076  0.1375  -0.28
C  -0.8431  -0.9229  -0.0578  -0.34
C  2.2790  -0.3356  0.2720  -0.08
C  1.3912  0.5888  -0.1300  -0.37
C  0.0629  0.2634  -0.0401  0.36
H  1.7884  1.5836  -0.5691  0.29
H  -1.2331  1.3492  1.1394  0.28
H  -0.8188  -1.5934  -1.0235  0.31
H  3.3368  -0.1593  0.2729  0.23
H  -1.3612  1.8867  -0.4441  0.27
H  -3.0250  -0.5836  -0.1699  0.46
H  1.9594  -1.3545  0.7258  0.22
H  -0.6390  -1.8135  0.5970  0.28

Forces on the atoms, in the same order (eV/Å):
0.295 -1.830 -0.589
0.541 0.171 -0.451
0.172 -3.719 -0.980
-0.334 -2.235 1.061
2.020 1.421 -1.051
-4.634 -0.347 -0.078
-1.089 -1.566 1.076
0.355 0.807 1.555
0.265 1.713 0.869
0.368 0.144 -0.061
-0.698 0.755 -1.040
2.228 1.871 0.328
0.451 1.912 -0.925
0.060 0.905 0.286

Computed properties:
gap between HOMO and LUMO (alpha / beta) = 7.00 / 7.00 eV
HOMO level (alpha / beta) = -13.5 / -13.5 eV
net charge = +1
ΔE to the lowest compared entry with this formula, charge and spin = 108.2 kcal/mol



> Look up the ΔE to the lowest compared entry with this formula, charge and spin of the third one.

108.2 kcal/mol



> Among the records above, which one has the highest ΔE to the lowest compared entry with this formula, charge and spin?

number 2